1.
DFT (ωB97M-V with the def2-TZVPD basis set) results for a cluster of 4 separate species, C17H32BBr2FO9 in total.

Properties
Molar mass (g mol⁻¹): 570.05
Highest occupied orbital energy (eV): -9.40
Multiplicity: 1
Structure (SMILES): C/C(Br)=C(/Br)B[C@H](C)F.CCOC(=O)OC.CCOC(=O)OC.CCOC(=O)OC
LUMO energy (eV): -1.1
Orbital gap (eV): 8.3
Total charge: 0

Element x y z (Å)
C (-0.1474, 0.9954, -5.0411)
C (-0.0493, -0.5763, -4.9349)
Br (1.5559, -1.4374, -5.7489)
C (-1.0011, -1.3546, -4.2846)
Br (-0.7943, -3.3322, -4.1473)
B (-2.3034, -0.6457, -3.6174)
C (-3.5941, -0.4708, -4.6230)
C (-4.4967, 0.7873, -4.2686)
F (-4.4270, -1.6381, -4.6461)
H (0.3146, 1.4311, -4.1044)
H (0.5230, 1.3381, -5.8986)
H (-1.1772, 1.3919, -5.2751)
H (-2.3246, -0.2443, -2.5040)
H (-3.1888, -0.3295, -5.6736)
H (-4.6926, 0.8144, -3.1548)
H (-5.4998, 0.7815, -4.8115)
H (-4.0053, 1.7763, -4.5350)
C (-2.1714, 2.4669, 3.3860)
C (-3.0755, 2.2000, 2.1984)
O (-2.3690, 2.3734, 0.9622)
C (-1.5601, 1.3655, 0.6138)
O (-1.3879, 0.3467, 1.2324)
O (-0.9507, 1.6993, -0.5339)
C (0.0203, 0.7484, -0.9688)
H (-1.7036, 3.4504, 3.2990)
H (-2.7362, 2.4232, 4.3189)
H (-1.3634, 1.7350, 3.4409)
H (-3.8938, 2.9225, 2.1940)
H (-3.5241, 1.2048, 2.2494)
H (-0.4024, -0.2556, -1.0227)
H (0.8839, 0.7660, -0.3012)
H (0.3490, 1.0378, -1.9664)
C (1.7258, -5.4582, -2.9192)
C (0.6402, -5.1981, -1.8913)
O (0.5814, -6.2584, -0.9284)
C (1.5303, -6.2321, 0.0158)
O (2.4009, -5.4061, 0.1241)
O (1.3608, -7.3017, 0.8053)
C (2.3721, -7.4494, 1.8003)
H (1.5934, -6.4421, -3.3761)
H (1.7079, -4.6978, -3.7011)
H (2.7156, -5.4520, -2.4586)
H (-0.3304, -5.1715, -2.3851)
H (0.7767, -4.2334, -1.3962)
H (2.4879, -6.5378, 2.3881)
H (3.3178, -7.7259, 1.3305)
H (2.0670, -8.2551, 2.4675)
C (2.5326, 6.4150, 5.9302)
C (2.5285, 4.9507, 6.3251)
O (1.7050, 4.1798, 5.4415)
C (2.2492, 3.8908, 4.2524)
O (3.3488, 4.2106, 3.8788)
O (1.3450, 3.2078, 3.5370)
C (1.7610, 2.9219, 2.2030)
H (1.5111, 6.7966, 5.8617)
H (3.0863, 7.0095, 6.6590)
H (2.9924, 6.5590, 4.9506)
H (2.0997, 4.8442, 7.3232)
H (3.5409, 4.5412, 6.3631)
H (2.7333, 2.4275, 2.1868)
H (1.7883, 3.8424, 1.6169)
H (1.0237, 2.2508, 1.7620)

---

2.
DFT (ωB97M-V with the def2-TZVPD basis set) results for a structure of composition C17H32ClN2O5P2Ti.

Properties
⟨S²⟩: 0.7560
Molar mass (g mol⁻¹): 489.72
Highest occupied orbital energy (alpha / beta) (eV): -15.54 / -15.56
Multiplicity: 2
LUMO energy (alpha / beta) (eV): -8.1 / -7.8
ΔE to the lowest compared entry with this formula, charge and spin (kJ/mol): 0.00
Orbital gap (alpha / beta) (eV): 7.5 / 7.7
Total charge: +2

Element x y z (Å)
C (1.0503, -0.5208, -6.0353)
C (1.3055, -0.4492, -4.5702)
H (2.0318, -0.4421, -6.5141)
H (0.4180, 0.2786, -6.4228)
H (0.6250, -1.4835, -6.3362)
O (2.3962, -0.5641, -4.0236)
Cl (-0.2799, -0.1732, -3.5463)
Ti (0.0719, -0.2884, -0.7966)
P (0.6942, 2.1640, -1.1435)
C (2.0390, 3.0446, -0.3114)
C (0.9632, 2.5437, -2.8919)
H (1.1045, 3.6245, -3.0136)
H (-0.7158, 4.1077, -1.1444)
H (0.0716, 2.2253, -3.4427)
H (-1.6842, 2.5999, -1.1222)
H (3.0060, 2.6075, -0.5925)
H (1.8145, 1.9662, -3.2657)
C (-0.8013, 3.1047, -0.7143)
H (1.9880, 4.1009, -0.6123)
H (-0.9122, 3.1754, 0.3761)
H (1.9206, 2.9617, 0.7776)
P (0.8046, -2.6812, -0.8997)
C (2.2698, -3.4046, -0.1012)
C (-0.5886, -3.6142, -0.1821)
H (0.1185, -2.9287, -3.2047)
H (0.9148, -4.4071, -2.5794)
H (1.8814, -2.9457, -3.0221)
C (0.9426, -3.3101, -2.5952)
H (-1.5326, -3.2736, -0.6277)
H (-0.4271, -4.6761, -0.4035)
H (2.1633, -4.4998, -0.0707)
H (2.4304, -3.0195, 0.9159)
H (-0.6353, -3.4604, 0.9034)
H (3.1450, -3.1268, -0.7008)
C (2.0326, -0.0917, -0.4612)
O (3.1922, 0.0036, -0.2749)
C (-3.7022, 1.3931, 2.1786)
C (-3.1018, 0.1587, 2.8314)
C (-1.5318, 0.0784, 2.9137)
C (-0.9831, 1.2349, 3.7758)
C (-0.7544, 2.5379, 3.0429)
C (-1.1750, -1.2295, 3.6338)
O (-1.9932, -1.9506, 4.1861)
N (0.1797, -1.5153, 3.5653)
C (1.0040, -1.2055, 2.4716)
O (2.2351, -1.2769, 2.5229)
N (0.1877, -0.8186, 1.3858)
C (-0.9064, -0.1062, 1.5920)
O (-1.4262, 0.3715, 0.4995)
H (-3.6920, 2.2793, 2.8278)
H (-4.7472, 1.1421, 1.9838)
H (-3.1919, 1.6046, 1.2360)
H (-3.4040, 0.0993, 3.9001)
H (-3.4706, -0.7681, 2.3297)
H (-1.7552, 1.3812, 4.5428)
H (-0.0682, 0.9155, 4.2975)
H (-1.6849, 2.9130, 2.5885)
H (-0.4129, 3.2860, 3.7726)
H (0.0166, 2.4303, 2.2604)
H (0.5596, -2.1025, 4.3112)

---

3.
DFT (ωB97M-V with the def2-TZVPD basis set) results for a structure of composition C17H32I2N3OPRh.

Properties
Molar mass (g mol⁻¹): 682.15
Highest occupied orbital energy (eV): -10.64
Multiplicity: 1
LUMO energy (eV): -4.3
ΔE to the lowest compared entry with this formula, charge and spin (kJ/mol): 0.00
Orbital gap (eV): 6.4
Total charge: +1

Element x y z (Å)
Rh (-1.7329, 0.6657, -1.5951)
I (-1.2645, 1.1151, -4.1008)
C (-2.6030, 2.0266, -2.8285)
I (-3.7469, 1.0890, 0.0324)
H (-3.6428, 1.7817, -3.0032)
H (-2.3370, 3.0166, -2.4906)
C (0.5963, -0.6368, 1.5315)
N (-0.4680, -1.3020, 1.3155)
C (-1.6583, -1.1578, 2.1712)
P (-0.5694, -2.3096, -0.2001)
O (-0.5931, -1.3768, -1.3456)
N (-1.8987, -3.2158, -0.0580)
C (-1.9793, -4.4125, 0.7781)
C (-3.1839, -2.8049, -0.6415)
N (0.8195, -3.1435, -0.0494)
C (1.3349, -3.7675, 1.1674)
C (1.4529, -3.6252, -1.2871)
H (0.6486, 0.0613, 2.3601)
H (0.3841, 0.7345, -0.2926)
H (1.4587, -0.7852, 0.8914)
H (-1.5759, -0.2410, 2.7498)
H (-1.7210, -2.0242, 2.8290)
H (-2.5438, -1.0833, 1.5438)
H (-0.9924, -4.7553, 1.0735)
H (-2.4578, -5.2096, 0.2093)
H (-2.5759, -4.2243, 1.6738)
H (-3.0495, -1.9377, -1.2800)
H (-3.9022, -2.5528, 0.1402)
H (-3.5743, -3.6303, -1.2371)
H (0.7793, -3.4494, 2.0474)
H (2.3834, -3.4939, 1.3015)
H (1.2742, -4.8558, 1.1015)
H (1.0560, -3.0867, -2.1437)
H (1.2797, -4.6948, -1.4181)
H (2.5260, -3.4424, -1.2294)
C (-0.6533, 2.9139, 1.0637)
C (0.1498, 2.8588, -0.2343)
C (-0.3005, 4.0383, -1.1010)
C (-0.0171, 1.5084, -0.9577)
C (1.6606, 2.9204, 0.0324)
C (2.5554, 3.1151, -1.0215)
C (3.9255, 3.1090, -0.8151)
C (4.4421, 2.9010, 0.4567)
C (3.5705, 2.7073, 1.5152)
C (2.1959, 2.7169, 1.3034)
H (-1.7152, 2.9977, 0.8465)
H (-0.3562, 3.7730, 1.6675)
H (-0.5219, 2.0133, 1.6726)
H (-1.3747, 3.9756, -1.2715)
H (0.2021, 4.0651, -2.0680)
H (-0.1048, 4.9819, -0.5899)
H (0.6322, 1.5126, -1.8356)
H (2.1827, 3.2804, -2.0245)
H (4.5930, 3.2736, -1.6510)
H (5.5114, 2.9034, 0.6205)
H (3.9568, 2.5654, 2.5168)
H (1.5428, 2.5977, 2.1583)

---

Repeat the first record exactly.
DFT (ωB97M-V with the def2-TZVPD basis set) results for a cluster of 4 separate species, C17H32BBr2FO9 in total.

Properties
Molar mass (g mol⁻¹): 570.05
Highest occupied orbital energy (eV): -9.40
Multiplicity: 1
Structure (SMILES): C/C(Br)=C(/Br)B[C@H](C)F.CCOC(=O)OC.CCOC(=O)OC.CCOC(=O)OC
LUMO energy (eV): -1.1
Orbital gap (eV): 8.3
Total charge: 0

Element x y z (Å)
C (-0.1474, 0.9954, -5.0411)
C (-0.0493, -0.5763, -4.9349)
Br (1.5559, -1.4374, -5.7489)
C (-1.0011, -1.3546, -4.2846)
Br (-0.7943, -3.3322, -4.1473)
B (-2.3034, -0.6457, -3.6174)
C (-3.5941, -0.4708, -4.6230)
C (-4.4967, 0.7873, -4.2686)
F (-4.4270, -1.6381, -4.6461)
H (0.3146, 1.4311, -4.1044)
H (0.5230, 1.3381, -5.8986)
H (-1.1772, 1.3919, -5.2751)
H (-2.3246, -0.2443, -2.5040)
H (-3.1888, -0.3295, -5.6736)
H (-4.6926, 0.8144, -3.1548)
H (-5.4998, 0.7815, -4.8115)
H (-4.0053, 1.7763, -4.5350)
C (-2.1714, 2.4669, 3.3860)
C (-3.0755, 2.2000, 2.1984)
O (-2.3690, 2.3734, 0.9622)
C (-1.5601, 1.3655, 0.6138)
O (-1.3879, 0.3467, 1.2324)
O (-0.9507, 1.6993, -0.5339)
C (0.0203, 0.7484, -0.9688)
H (-1.7036, 3.4504, 3.2990)
H (-2.7362, 2.4232, 4.3189)
H (-1.3634, 1.7350, 3.4409)
H (-3.8938, 2.9225, 2.1940)
H (-3.5241, 1.2048, 2.2494)
H (-0.4024, -0.2556, -1.0227)
H (0.8839, 0.7660, -0.3012)
H (0.3490, 1.0378, -1.9664)
C (1.7258, -5.4582, -2.9192)
C (0.6402, -5.1981, -1.8913)
O (0.5814, -6.2584, -0.9284)
C (1.5303, -6.2321, 0.0158)
O (2.4009, -5.4061, 0.1241)
O (1.3608, -7.3017, 0.8053)
C (2.3721, -7.4494, 1.8003)
H (1.5934, -6.4421, -3.3761)
H (1.7079, -4.6978, -3.7011)
H (2.7156, -5.4520, -2.4586)
H (-0.3304, -5.1715, -2.3851)
H (0.7767, -4.2334, -1.3962)
H (2.4879, -6.5378, 2.3881)
H (3.3178, -7.7259, 1.3305)
H (2.0670, -8.2551, 2.4675)
C (2.5326, 6.4150, 5.9302)
C (2.5285, 4.9507, 6.3251)
O (1.7050, 4.1798, 5.4415)
C (2.2492, 3.8908, 4.2524)
O (3.3488, 4.2106, 3.8788)
O (1.3450, 3.2078, 3.5370)
C (1.7610, 2.9219, 2.2030)
H (1.5111, 6.7966, 5.8617)
H (3.0863, 7.0095, 6.6590)
H (2.9924, 6.5590, 4.9506)
H (2.0997, 4.8442, 7.3232)
H (3.5409, 4.5412, 6.3631)
H (2.7333, 2.4275, 2.1868)
H (1.7883, 3.8424, 1.6169)
H (1.0237, 2.2508, 1.7620)